(1)
8
Properties=species:S:1:pos:R:3 method="wB97M-V/def2-TZVPD" smiles=ClCCBr gap_ev=10.82 total_energy_ha=-3112.77242 e_lumo_ev=0.69
H -0.3880 -1.4164 -0.0705
C -0.6530 -0.4589 -0.2998
H 1.3791 -0.0905 -0.8921
Br -1.9541 0.0524 1.1692
H 0.4862 1.5481 -0.0825
Cl 1.5288 0.0785 1.4659
H -1.2157 -0.1416 -1.1802
C 0.8165 0.4284 -0.1101

(2)
8
Properties=species:S:1:pos:R:3 method="wB97M-V/def2-TZVPD" gap_ev="8.21 / 8.61" total_energy_ha=-3112.66755 e_lumo_ev="-0.04 / 0.21"
H 0.1090 1.8607 -0.7813
H -1.3482 -1.1098 0.7715
Br 2.0940 0.5941 0.0937
H 0.0762 1.6898 1.0737
H -1.1984 -1.0168 -1.0860
C -0.7871 -1.2647 -0.1279
C 0.3995 1.3400 0.1105
Cl 0.6550 -2.0934 -0.0544

(3)
10
Properties=species:S:1:pos:R:3 method="wB97M-V/def2-TZVPD" gap_ev=6.80 total_energy_ha=-5213.43710 e_lumo_ev=-2.46
H -20.2710 5.3638 -2.6967
H -18.3699 3.3525 -3.8563
H -20.0993 3.5829 -4.5452
C -19.6193 4.4927 -2.6295
C -19.2380 3.9918 -4.0169
H -19.8765 3.7146 -1.9108
Br -18.6959 0.9770 -1.8073
Cl -18.1856 5.0359 -1.7124
Cu -18.2355 -0.7536 0.3858
Cl -18.5970 5.4313 -4.9478

(4)
11
Properties=species:S:1:pos:R:3 method="wB97M-V/def2-TZVPD" gap_ev="8.78 / 8.73" multiplicity=3 total_energy_ha=-4322.69873 e_lumo_ev="0.59 / -1.90"
H -0.9296 0.2340 -2.4069
C 0.2167 -0.0078 0.3600
H 0.3333 -1.0453 0.0519
C -1.1202 0.5032 -0.0284
Si -2.6323 -0.5972 -0.2293
Cl -2.0480 -2.3876 -0.9376
Cl -3.3665 -0.8749 1.6518
H 1.0208 0.5910 -0.0685
Cl -4.0466 0.2750 -1.3475
Br -1.3328 2.3589 0.0931
H 0.3228 0.0433 1.4468

(5)
11
Properties=species:S:1:pos:R:3 method="wB97M-V/def2-TZVPD" gap_ev=8.69 total_energy_ha=-3498.93464 e_lumo_ev=-0.66
H 0.6733 -2.9022 -0.6825
O -0.1492 -0.0916 -0.9728
C 1.4976 -2.2398 -0.8801
H 0.0098 1.4798 1.2565
O 2.2049 -2.1062 -1.7928
C -0.6392 2.0131 0.5848
H -0.2490 2.8093 -0.1205
H -1.5453 2.4535 1.0172
S -1.3188 0.6043 -0.4755
Br 1.7836 -1.3074 0.7741
I -2.2678 -0.7126 1.2917

(6)
8
Properties=species:S:1:pos:R:3 method="wB97M-V/def2-TZVPD" smiles="C/C=N/Br" gap_ev=9.33 total_energy_ha=-2707.29904 e_lumo_ev=-0.56
C -1.1798 -0.1405 0.0726
H 0.8568 0.7381 0.7156
Br -4.1118 -0.1115 0.1981
C 0.2375 0.2759 -0.0502
H -1.2172 -1.1912 0.0773
H 0.1733 0.9658 -0.9008
N -2.1627 0.6198 -0.0527
H 0.6724 -0.6680 -0.3927

(7)
8
Properties=species:S:1:pos:R:3 method="wB97M-V/def2-TZVPD" smiles="C=NCBr" gap_ev=10.85 total_energy_ha=-2707.32699 e_lumo_ev=0.79
H -0.8005 0.7123 0.6710
H 1.5147 -1.7343 -0.1043
H 1.3361 0.1815 0.4192
H -1.1034 0.8904 -1.0725
C -1.1764 0.2579 -0.2281
N -0.3538 -0.9063 -0.3223
Br -3.0796 -0.0162 0.0229
C 0.8585 -0.7698 0.0060

(8)
9
Properties=species:S:1:pos:R:3 method="wB97M-V/def2-TZVPD" smiles="CN1[NH+]=C1Br" gap_ev=9.11 total_charge=+1 total_energy_ha=-2761.69087 e_lumo_ev=-6.31
H -0.6000 -1.5935 1.1302
N 0.5767 0.0317 0.0640
H -0.9866 1.0172 -1.3811
N 0.3120 -1.0794 1.0398
C -0.2016 0.1928 -1.3168
Br 0.6217 1.6106 2.5797
H 0.6298 0.3185 -1.9289
C 0.3526 0.3061 1.3073
H -0.7044 -0.8039 -1.4942

(9)
10
Properties=species:S:1:pos:R:3 method="wB97M-V/def2-TZVPD" gap_ev=7.69 total_energy_ha=-2857.78355 e_lumo_ev=0.35
C -1.3073 0.0742 -1.1152
O 1.1203 0.0596 2.0235
O 1.2042 2.1916 2.8743
H -1.4243 -0.0518 -2.2603
H 0.0960 -0.9699 0.2379
C 1.1378 1.1338 2.4168
N -0.1840 -1.1423 -0.8020
H 0.5921 -1.1201 -1.4580
H -0.8718 -1.8805 -1.0494
Br -0.3629 1.7054 -0.8675

(10)
10
Properties=species:S:1:pos:R:3 method="wB97M-V/def2-TZVPD" gap_ev=9.00 total_energy_ha=-2857.68164 e_lumo_ev=-0.23
H -2.4512 0.7250 0.4617
H 2.5514 -1.3198 0.2981
O 0.9668 -2.6918 0.3331
H -1.3164 2.0068 -0.0516
C -1.5288 0.8986 -0.1710
Br 1.9873 1.1815 0.1857
H -1.6154 0.8035 -1.2631
O -0.6306 0.0581 0.4414
N 0.5334 0.0081 -0.3162
C 1.5036 -1.6699 0.0821

(11)
10
Properties=species:S:1:pos:R:3 method="wB97M-V/def2-TZVPD" smiles="O=[N+]([O-])CCBr" gap_ev=10.81 total_energy_ha=-2857.74498 e_lumo_ev=0.15
N 0.6444 -1.3518 -0.1158
H -1.7452 0.3508 0.3064
C 0.4486 0.0791 0.3774
H 0.2316 -0.0716 1.3704
O 0.3650 -1.4830 -1.2912
O 1.1399 -2.1046 0.6435
H -0.8771 0.6250 -1.2564
H 1.4603 0.6087 0.1782
C -0.8510 0.7006 -0.1948
Br -0.8165 2.6468 -0.0176

(12)
10
Properties=species:S:1:pos:R:3 method="wB97M-V/def2-TZVPD" gap_ev="9.52 / 9.52" total_energy_ha=-2857.65599 e_lumo_ev="0.49 / 0.49"
O -1.7108 -1.3563 0.3557
C -0.1891 0.3888 0.3346
H 1.5201 0.5478 -1.4549
H 1.7903 0.9466 0.1469
O 0.7158 -1.6702 -0.0673
C 0.9105 0.9679 -0.5803
Br -1.6579 1.3530 1.0222
H -1.6879 -2.2470 0.4629
H 0.5627 1.9455 -0.3853
N -0.2538 -0.8762 0.1655